1.
The following is a DFT calculation (wB97M-V/def2-TZVPD) of 2 unconnected molecules or ions with the total composition C2H6INO3 in a non-equilibrium geometry.

```
! wB97M-V def2-TZVPD RIJCOSX def2/J DEFGRID3
* xyz 0 1
C -1.11 0.79 -0.14
C 1.33 -1.87 0.72
N 1.07 -0.04 -0.43
O 0.07 0.78 -0.94
O 0.56 -0.97 0.31
O 1.59 3.22 -1.64
I 2.89 2.80 -0.24
H -0.89 1.11 0.91
H -1.69 -0.04 -0.37
H -1.70 1.60 -0.36
H 0.74 -2.53 1.39
H 0.82 2.63 -1.71
H 2.46 -1.86 0.38
*
```

The total energy comes out at -657.689469 Eh. The value obtained for the orbital gap is 7.63 eV. For the HOMO energy, the calculation gives -7.780 eV. The value obtained for the strongest force on any atom is 0.0641 hartree/bohr. Its LUMO energy is -0.15 eV. Its energy relative to the best compared isomer or geometry (same formula, charge and spin) is 1.365 eV.


2.
The following is a DFT calculation (wB97M-V/def2-TZVPD) of 2 unconnected molecules or ions with the total composition C2H6IOP in a non-equilibrium geometry.

```
! wB97M-V def2-TZVPD RIJCOSX def2/J DEFGRID3
* xyz 0 1
C -1.15 1.11 -0.25
C -1.67 0.21 0.53
O 1.03 -1.60 0.14
P 1.55 -0.26 -0.68
I 3.63 0.25 0.60
H 0.14 -1.52 0.55
H -1.75 1.56 -1.07
H -0.23 1.70 -0.07
H -2.73 -0.02 0.35
H -1.27 -0.27 1.40
H 2.46 -1.16 -1.49
*
```

The total energy comes out at -794.053983 Eh. The value obtained for the orbital gap is 9.15 eV. For the HOMO energy, the calculation gives -8.990 eV. The value obtained for the strongest force on any atom is 0.0639 hartree/bohr. Its LUMO energy is 0.16 eV. The structure (SMILES) is C=C.OPI. Its energy relative to the best compared isomer or geometry (same formula, charge and spin) is 1.851 eV.


3.
The following is a DFT calculation (wB97M-V/def2-TZVPD) of a gas-phase ion, C2H6IOS (charge +1) in a non-equilibrium geometry.

```
! wB97M-V def2-TZVPD RIJCOSX def2/J DEFGRID3
* xyz 1 1
C -0.17 -1.69 -0.22
C 0.35 1.30 0.12
O 1.66 1.24 0.06
S -0.78 -0.41 0.93
I -2.85 0.02 -0.09
H -0.76 -2.57 0.00
H 1.02 -1.78 -0.01
H -0.15 -1.24 -1.29
H -0.27 1.16 -0.82
H 2.16 1.84 0.74
H -0.18 2.15 0.58
*
```

The total energy comes out at -850.598091 Eh. The value obtained for the orbital gap is 9.07 eV. For the HOMO energy, the calculation gives -14.337 eV. The value obtained for the strongest force on any atom is 0.0748 hartree/bohr. Its LUMO energy is -5.27 eV. Its energy relative to the best compared isomer or geometry (same formula, charge and spin) is 0.000 eV.


4.
The following is a DFT calculation (wB97M-V/def2-TZVPD) of a gas-phase ion, C2H6N (charge +1) in a non-equilibrium geometry.

```
! wB97M-V def2-TZVPD RIJCOSX def2/J DEFGRID3
* xyz 1 3
C 0.45 0.75 0.06
C 0.41 -0.72 0.02
N -0.82 0.03 -0.01
H 0.68 1.43 0.83
H 0.70 1.37 -0.82
H 0.82 -1.21 -0.85
H 0.77 -1.31 0.89
H -1.57 -0.18 0.68
H -1.44 -0.17 -0.79
*
```

The total energy comes out at -133.877298 Eh. The value obtained for the orbital gap (alpha / beta) is 5.84 / 7.51 eV. For the HOMO energy (alpha / beta), the calculation gives -9.407 / -19.330 eV. The value obtained for the strongest force on any atom is 0.2613 hartree/bohr. Its LUMO energy (alpha / beta) is -3.57 / -11.82 eV. The expectation value of S² is 2.005. Its energy relative to the best compared isomer or geometry (same formula, charge and spin) is 2.623 eV.


5.
The following is a DFT calculation (wB97M-V/def2-TZVPD) of a single C2H6N2 molecule in a non-equilibrium geometry.

```
! wB97M-V def2-TZVPD RIJCOSX def2/J DEFGRID3
* xyz 0 1
C 0.36 1.06 1.17
C -0.77 -1.29 -1.29
H 1.33 1.55 1.15
H 0.18 0.61 2.14
H -0.43 1.77 1.02
H 1.27 -0.22 -0.32
H 0.16 -1.33 -1.97
H -1.67 -1.78 -1.63
N 0.34 0.14 0.01
N -0.77 -0.53 -0.28
*
```

The total energy comes out at -189.246017 Eh. The value obtained for the orbital gap is 9.59 eV. For the HOMO energy, the calculation gives -8.332 eV. The value obtained for the strongest force on any atom is 0.0493 hartree/bohr. Its LUMO energy is 1.26 eV. The structure (SMILES) is C=NNC. Its energy relative to the best compared isomer or geometry (same formula, charge and spin) is 2.273 eV.


6.
The following is a DFT calculation (wB97M-V/def2-TZVPD) of 2 unconnected molecules or ions with the total composition C2H6N2 in a non-equilibrium geometry.

```
! wB97M-V def2-TZVPD RIJCOSX def2/J DEFGRID3
* xyz 0 1
C -2.51 -4.20 1.21
N -1.80 -3.61 2.08
H -2.09 -4.44 0.24
H -3.59 -4.22 1.41
H -2.28 -3.53 2.97
C 2.32 3.63 -1.68
N 2.27 4.77 -1.11
H 1.49 2.97 -1.41
H 3.21 3.26 -2.18
H 2.98 5.38 -1.53
*
```

The total energy comes out at -189.233923 Eh. The value obtained for the orbital gap is 11.30 eV. For the HOMO energy, the calculation gives -10.048 eV. The value obtained for the strongest force on any atom is 0.0377 hartree/bohr. Its LUMO energy is 1.25 eV. The structure (SMILES) is C=N.C=N. Its energy relative to the best compared isomer or geometry (same formula, charge and spin) is 2.602 eV.


7.
The following is a DFT calculation (wB97M-V/def2-TZVPD) of a single C2H6N2 molecule.

```
! wB97M-V def2-TZVPD RIJCOSX def2/J DEFGRID3
* xyz 0 1
C 1.19 -0.27 0.00
C 0.27 0.90 -0.01
H 1.01 -0.96 -0.83
H 1.10 -0.82 0.95
H 2.21 0.08 -0.11
H 0.67 1.91 0.02
H -2.63 -0.27 0.08
H -1.17 -1.18 -0.06
N -1.01 0.89 -0.02
N -1.64 -0.29 -0.01
*
```

The total energy comes out at -189.266774 Eh. The value obtained for the orbital gap is 9.50 eV. For the HOMO energy, the calculation gives -8.412 eV. The value obtained for the strongest force on any atom is 0.0190 hartree/bohr. Its LUMO energy is 1.09 eV. The structure (SMILES) is C/C=N\N. Its energy relative to the best compared isomer or geometry (same formula, charge and spin) is 1.708 eV.


8.
The following is a DFT calculation (wB97M-V/def2-TZVPD) of a single C2H6N2O molecule in a non-equilibrium geometry.

```
! wB97M-V def2-TZVPD RIJCOSX def2/J DEFGRID3
* xyz 0 1
C -0.37 -0.11 0.25
C -1.65 0.52 -0.10
N -0.23 -0.74 1.34
N 1.94 -0.21 -0.34
O 0.62 0.26 -0.65
H -2.26 0.66 0.80
H -1.26 1.43 -0.53
H -2.19 -0.08 -0.79
H 0.73 -1.16 1.40
H 2.50 0.51 -0.59
H 2.18 -1.08 -0.78
*
```

The total energy comes out at -264.480339 Eh. The value obtained for the orbital gap is 10.77 eV. For the HOMO energy, the calculation gives -9.851 eV. The value obtained for the strongest force on any atom is 0.0733 hartree/bohr. Its LUMO energy is 0.92 eV. The structure (SMILES) is [H]/N=C(/C)ON. Its energy relative to the best compared isomer or geometry (same formula, charge and spin) is 2.911 eV.


9.
The following is a DFT calculation (wB97M-V/def2-TZVPD) of 3 unconnected molecules or ions with the total composition C2H6N2O in a non-equilibrium geometry.

```
! wB97M-V def2-TZVPD RIJCOSX def2/J DEFGRID3
* xyz 0 1
C -1.29 -0.62 0.82
C 0.17 1.13 -0.86
N 1.16 0.12 0.91
N 1.14 0.14 -0.39
O -0.23 -1.36 0.60
H 1.02 1.29 0.90
H 1.63 -0.49 -1.03
H -2.19 -1.21 0.61
H -1.35 -0.09 1.78
H -0.89 -0.88 -2.15
H 0.84 1.96 -1.19
*
```

The total energy comes out at -264.091289 Eh. The value obtained for the orbital gap (alpha / beta) is 7.30 / 7.55 eV. For the HOMO energy (alpha / beta), the calculation gives -8.060 / -8.406 eV. The value obtained for the strongest force on any atom is 0.1322 hartree/bohr. Its LUMO energy (alpha / beta) is -0.76 / -0.86 eV. Its energy relative to the best compared isomer or geometry (same formula, charge and spin) is 13.498 eV.


10.
The following is a DFT calculation (wB97M-V/def2-TZVPD) of a single C2H6N2O molecule in a non-equilibrium geometry.

```
! wB97M-V def2-TZVPD RIJCOSX def2/J DEFGRID3
* xyz 0 1
C -0.50 -0.53 -1.13
C 0.65 0.60 0.65
H -1.53 -0.53 -1.38
H -0.04 0.37 -1.57
H -0.02 -1.47 -1.46
H -0.60 -1.40 1.66
H 0.67 0.51 1.78
H 1.62 2.20 0.12
N -0.38 -0.25 0.29
N 1.27 1.31 -0.21
O -1.14 -0.82 1.24
*
```

The total energy comes out at -264.450055 Eh. The value obtained for the orbital gap is 9.44 eV. For the HOMO energy, the calculation gives -8.626 eV. The value obtained for the strongest force on any atom is 0.0821 hartree/bohr. Its LUMO energy is 0.81 eV. The structure (SMILES) is [H]/N=C/N(C)O. Its energy relative to the best compared isomer or geometry (same formula, charge and spin) is 3.735 eV.